Computed, not measured: C17H17ClF4N2Pt as an isolated structure at a distorted geometry, with ωB97M-V/def2-TZVPD.

Output
charge: +2
LUMO energy (spin up / spin down): -6.615 / -10.410 eV
maximum force: 1.13 eV/Å
expectation value of S²: 6.060
gap between HOMO and LUMO (spin up / spin down): 7.26 / 4.76 eV
total energy: -47503.079 eV
spin multiplicity: 5
ΔE to the lowest compared entry with this formula, charge and spin: 0.099 eV

Structure (XYZ):
```
42
Properties=species:S:1:pos:R:3:forces:R:3
Pt 0.116 0.172 -0.026 0.1664 -0.7382 0.8347
C 2.120 1.389 1.928 0.0684 0.1255 0.1315
N 0.670 1.504 1.690 -0.0558 -0.2111 -0.3377
C 0.285 2.903 1.439 0.0592 0.1098 0.0549
C -0.130 0.931 2.776 -0.0477 0.0802 0.1391
C 0.017 -0.567 2.839 -0.1206 -0.2865 0.2231
N -0.201 -1.157 1.505 0.1045 0.8019 -0.5157
C -0.459 -2.495 1.398 -0.1415 -0.3127 -0.0999
C -0.990 -3.057 0.210 0.1191 0.1101 0.4524
F -1.242 -2.304 -0.813 -0.0960 0.1491 -0.2959
C -1.312 -4.453 0.046 0.1043 0.1829 0.1672
F -1.802 -4.802 -1.096 -0.0935 0.0593 -0.2961
C -1.122 -5.369 1.039 0.0172 -0.2702 0.1986
C -0.593 -4.870 2.208 -0.0846 0.0266 -0.2760
F -0.358 -5.652 3.203 0.0782 -0.0126 0.2377
C -0.257 -3.475 2.393 -0.0285 0.0810 -0.3326
F 0.290 -3.197 3.535 0.0927 0.1214 0.2594
H 2.401 1.919 2.844 -0.0421 0.0032 -0.0204
H 2.657 1.834 1.094 -0.0078 -0.0131 -0.0367
H 2.416 0.347 2.017 -0.0210 -0.0131 -0.0183
H 0.432 3.508 2.338 0.0281 -0.0266 0.0003
H -0.763 2.956 1.151 -0.0349 -0.0461 -0.0019
H 0.901 3.314 0.642 0.0030 -0.0275 -0.0250
H -1.172 1.188 2.589 -0.0316 0.0255 -0.0197
H 0.156 1.360 3.742 0.0130 0.0347 -0.0133
H -0.724 -0.929 3.553 -0.0176 -0.1269 -0.0091
H 0.997 -0.847 3.226 0.0607 -0.0509 -0.0533
H -1.366 -6.416 0.916 0.0085 0.0087 0.0219
Cl -3.602 -1.712 -5.514 -0.0067 -0.0045 -0.0138
C -2.465 -0.953 -4.513 0.0046 0.0148 -0.0124
C -2.860 0.132 -3.712 -0.0880 0.0804 0.0425
C -1.943 0.740 -2.904 -0.0139 0.0197 -0.0263
C -0.591 0.286 -2.854 0.0732 0.0738 0.0415
C 0.364 0.919 -2.004 -0.1976 0.1933 -0.5622
C -0.218 -0.803 -3.695 0.0256 -0.0428 0.0005
C -1.133 -1.406 -4.508 0.0757 -0.0808 -0.0480
H -3.883 0.483 -3.757 0.0313 -0.0335 -0.0140
H -2.236 1.592 -2.302 0.0205 -0.0292 0.0109
H 0.149 1.974 -1.805 -0.0157 0.0068 0.0719
H 1.405 0.720 -2.253 0.0626 -0.0137 0.0984
H 0.814 -1.133 -3.701 -0.0394 0.0101 0.0170
H -0.846 -2.217 -5.166 -0.0324 0.0213 0.0247
```
Positions in Å, forces in eV/Å.



Computed, not measured: a 2-piece molecular cluster, C6H13N2O2S overall at a distorted geometry, with ωB97M-V/def2-TZVPD.

Output
charge: +1
LUMO energy: -2.959 eV
maximum force: 4.58 eV/Å
gap between HOMO and LUMO: 10.18 eV
total energy: -24335.273 eV
ΔE to the lowest compared entry with this formula, charge and spin: 0.000 eV

Structure (XYZ):
```
24
Properties=species:S:1:pos:R:3:forces:R:3
C -1.445 2.658 -0.788 -3.2645 -0.6008 0.4961
C 0.432 -0.120 0.041 -0.8410 -1.9592 1.2435
C -0.983 -2.309 -1.547 0.9253 -0.6568 -1.3264
C 0.434 0.202 2.432 -1.9296 -1.1040 -1.4451
C 2.573 0.423 1.006 -1.0640 3.0678 1.0560
C -1.548 -1.035 -1.054 2.8991 3.3015 -1.2779
N -2.647 2.465 -0.971 3.0065 0.4719 0.2704
N 1.119 0.143 1.155 0.3888 0.2177 -1.8271
O 0.896 -0.183 -1.168 1.5892 0.7824 -0.0028
O -0.743 -0.640 0.128 -0.4804 0.8447 1.7529
S -0.050 2.881 -0.131 0.6516 0.4379 -0.2212
H -0.421 -2.163 -2.525 -0.6468 -0.3977 1.3227
H -0.282 -2.595 -0.738 -0.3493 -0.6139 -0.8054
H -1.778 -3.053 -1.683 0.4458 0.0575 0.0480
H -0.652 -0.028 2.173 1.5558 0.0828 1.0743
H 0.930 -0.492 3.061 -0.0736 -0.9761 0.7857
H 0.485 1.138 2.901 0.1897 1.6402 0.2802
H 2.647 1.498 0.546 0.3751 -2.1070 0.5164
H 3.078 0.480 2.004 -0.7369 -0.1533 -0.8417
H 2.998 -0.379 0.467 0.8418 -0.5982 -0.8661
H -2.483 -1.132 -0.606 -1.7288 0.3083 0.1947
H -1.312 -0.088 -1.728 -1.5689 -2.2119 0.8566
H 1.809 0.128 -1.137 0.3168 0.2066 -0.6734
H -3.057 2.202 -1.840 -0.5016 -0.0402 -0.6101
```
Positions in Å, forces in eV/Å.



Computed, not measured: one molecule with the formula C4H8N2 at a distorted geometry, with ωB97M-V/def2-TZVPD.

Output
LUMO energy: 0.926 eV
maximum force: 5.09 eV/Å
gap between HOMO and LUMO: 7.53 eV
total energy: -7254.053 eV
ΔE to the lowest compared entry with this formula, charge and spin: 3.822 eV

Structure (XYZ):
```
14
Properties=species:S:1:pos:R:3:forces:R:3
C 0.250 0.445 -1.353 0.0264 -2.0477 -3.1772
C -0.688 0.932 0.718 -2.6138 0.4283 4.3518
C -0.164 -0.321 1.412 0.4392 2.2550 -2.6282
C 0.988 -0.677 -0.666 0.9595 1.0927 -2.5449
H -0.164 -0.024 -2.338 1.2845 1.0566 1.0536
H 0.856 1.411 -1.633 -1.4904 -1.5972 0.9060
H -1.498 -0.284 -0.488 0.1822 -0.3834 -0.9486
H 0.019 1.733 0.929 0.1555 0.3084 -0.9496
H -1.705 1.354 1.210 2.1692 -1.1483 -0.7974
H -0.336 -0.687 2.341 -0.3165 -0.9755 2.5486
H 1.211 -1.753 0.752 -0.8587 -0.0298 1.4217
H 1.297 -1.591 -1.180 0.3836 0.6192 -0.0918
N -0.958 0.559 -0.612 -1.1227 2.8921 -0.4134
N 0.673 -0.906 0.574 0.8019 -2.4703 1.2692
```
Positions in Å, forces in eV/Å.



Computed, not measured: one molecule with the formula C4H5FN2 at a distorted geometry, with ωB97M-V/def2-TZVPD.

Output
LUMO energy (spin up / spin down): -0.268 / -1.347 eV
maximum force: 3.87 eV/Å
gap between HOMO and LUMO (spin up / spin down): 9.25 / 6.17 eV
total energy: -9920.487 eV
ΔE to the lowest compared entry with this formula, charge and spin: 6.317 eV

Structure (XYZ):
```
12
Properties=species:S:1:pos:R:3:forces:R:3
C 0.424 1.085 -0.105 -2.8550 0.1788 -1.8256
C 1.705 0.547 0.216 0.4266 0.5376 0.8155
C -0.809 0.391 -0.191 0.1831 0.9513 -0.0761
C 2.609 -0.147 -0.442 3.0298 -0.5669 2.3430
N -1.018 -0.866 0.121 1.1134 -0.5267 0.2978
N -2.193 -1.463 -0.073 0.6179 2.5918 -1.2325
F 3.891 -0.478 0.185 -3.1902 0.6642 -1.7801
H 0.348 2.153 -0.448 0.3074 -1.1013 0.6399
H 1.950 1.002 1.194 0.9270 -0.6244 -0.2978
H -1.671 0.993 -0.500 0.0321 0.0478 -0.0920
H -2.231 -2.292 0.419 -0.7338 -1.7793 0.8807
H -3.004 -0.924 -0.376 0.1416 -0.3728 0.3271
```
Positions in Å, forces in eV/Å.



Computed, not measured: C17H24BrF12KMgN3O11S2 as an isolated structure at a distorted geometry, with ωB97M-V/def2-TZVPD.

Output
charge: +1
LUMO energy: -7.193 eV
maximum force: 4.63 eV/Å
gap between HOMO and LUMO: 0.76 eV
total energy: -191080.617 eV

Structure (XYZ):
```
72
Properties=species:S:1:pos:R:3:forces:R:3
O -1.147 -0.582 2.274 1.4223 -0.1929 0.4245
C -0.977 -1.772 2.095 -1.5623 0.2952 -0.1637
N -2.096 -2.563 1.755 1.6522 -0.9041 1.2371
C -2.939 -2.789 2.974 0.2048 -0.4069 0.9705
C -4.209 -3.606 2.687 0.7545 0.5403 -0.9690
C -5.222 -2.935 1.720 0.1384 -2.2358 0.3463
F -5.979 -4.008 1.283 -0.0549 0.5431 0.3298
F -4.644 -2.469 0.602 -0.2007 0.7138 0.6897
C -6.266 -1.986 2.418 -1.3570 -0.5750 -0.5223
F -7.469 -2.233 1.863 0.6391 0.4138 -0.1772
F -6.421 -2.311 3.717 0.6924 -0.0143 -0.4676
S -6.006 -0.116 2.298 -1.6532 2.1862 1.0574
F -7.600 0.113 2.437 0.7756 -0.1731 -0.0225
F -6.188 -0.083 0.726 0.7356 -0.6393 0.5319
F -4.416 -0.237 2.234 -0.4910 -0.3459 -0.2541
F -5.939 -0.005 3.916 0.5445 -0.1071 -0.7388
F -5.832 1.477 2.266 0.1094 -0.5989 -0.1193
O 0.204 -2.466 2.223 -0.8288 0.8347 -1.1380
C 1.355 -1.776 1.694 1.2097 -0.0445 0.7336
C 1.942 -0.774 2.739 0.3057 0.0908 -0.5729
C 2.480 0.577 2.059 0.7081 -0.5202 1.0567
Br 1.121 1.485 0.896 1.1744 -0.3656 -0.8421
H -1.689 -3.485 1.575 -0.4140 0.1102 -0.4548
H -3.106 -1.858 3.538 -0.1426 -0.1680 -0.6592
H -2.317 -3.411 3.653 -0.4767 0.2129 -0.1000
H -4.684 -3.961 3.609 0.0099 0.3933 -0.2679
H -3.891 -4.514 2.142 -0.2197 0.3769 0.1527
H 2.130 -2.544 1.545 -0.5615 0.1171 -0.0338
H 1.184 -1.323 0.708 -0.3703 -0.0214 0.4515
H 1.205 -0.633 3.590 1.0575 -0.9491 -1.3727
H 2.818 -1.254 3.211 -0.2322 0.3735 -0.2379
H 3.420 0.414 1.502 -0.6197 -0.0764 -0.1016
H 2.727 1.313 2.896 0.5317 -0.9238 -1.6858
N 5.684 -0.424 -0.491 -0.4509 -0.2909 0.5409
O 6.447 -0.266 -1.488 0.8496 -0.2515 -0.2480
O 5.914 0.188 0.561 -1.8394 -1.9318 -0.1060
O 4.712 -1.192 -0.585 -0.0858 0.0813 -0.1214
N 9.480 -1.595 -1.565 -0.1183 0.0642 -0.1169
H 10.233 -0.908 -1.507 -0.0436 0.0058 0.0102
H 9.686 -2.265 -2.308 -0.0352 0.0096 0.0175
H 9.397 -2.087 -0.674 -0.1194 0.0584 -0.0048
H 8.588 -1.113 -1.770 -0.5558 0.1702 0.2225
K 0.760 1.358 3.576 -3.1559 2.0095 2.7260
C 7.292 3.758 -0.505 -0.0113 0.1179 -0.0483
C 7.845 4.957 -0.699 -0.0186 0.1138 0.0066
C 9.095 5.337 -0.024 -0.0977 -0.2823 -0.1478
O 9.600 6.449 -0.207 -0.0090 -0.0323 0.2028
C 9.723 4.353 0.875 0.0888 0.0494 -0.0007
C 9.176 3.153 1.074 0.0501 0.1132 -0.0308
C 7.914 2.760 0.396 -0.0860 -0.2773 0.0936
O 7.405 1.670 0.566 2.1430 2.2841 -0.0259
H 6.373 3.459 -0.992 0.0228 -0.0622 0.0024
H 7.405 5.698 -1.354 0.0236 0.0180 0.0120
H 10.642 4.658 1.360 -0.0126 0.0153 0.0068
H 9.621 2.417 1.731 -0.0326 0.0043 0.0227
C -5.818 -2.139 -2.536 0.4933 0.0886 0.6846
F -6.406 -1.164 -1.822 -0.2589 0.0967 -0.2694
F -4.518 -1.801 -2.629 -0.0904 -0.0145 -0.3282
F -5.870 -3.245 -1.787 -0.2030 -0.1663 -0.3099
S -6.601 -2.380 -4.187 -0.6605 -0.6791 -0.5919
O -6.447 -1.090 -4.848 0.2036 0.5991 0.1187
O -7.970 -2.724 -3.892 0.1173 0.2816 0.3343
O -5.839 -3.440 -4.798 0.3160 0.2548 0.2244
C -7.168 2.283 -5.013 -0.8467 -0.3064 2.5296
C -6.584 2.723 -6.447 0.4387 -1.0329 -2.6795
O -6.218 3.937 -6.281 -0.2904 -0.3954 0.5338
H -8.018 2.895 -4.722 0.1413 0.2649 -0.3739
H -7.499 1.236 -5.086 0.4053 -0.1252 -0.7554
H -6.408 2.344 -4.238 0.2364 0.1454 -0.3336
H -7.401 2.498 -7.159 -0.5457 0.6878 0.3850
H -5.820 1.954 -6.673 0.5373 0.2724 0.7885
Mg 10.048 8.065 1.304 0.0193 0.1023 -0.0513
```
Positions in Å, forces in eV/Å.



Computed, not measured: one molecule with the formula C9H9O3P at a distorted geometry, with ωB97M-V/def2-TZVPD.

Output
LUMO energy: 0.591 eV
structure (SMILES): C=C[P@@]1(=O)OCc2ccccc2O1
maximum force: 4.41 eV/Å
gap between HOMO and LUMO: 9.60 eV
total energy: -24911.137 eV
ΔE to the lowest compared entry with this formula, charge and spin: 0.098 eV

Structure (XYZ):
```
22
Properties=species:S:1:pos:R:3:forces:R:3
C 3.444 -2.025 -1.767 -1.3949 1.1386 1.7986
C 2.957 -0.818 -1.317 0.6573 -0.7511 -0.4301
P 1.500 -0.650 -0.252 0.5988 -4.1434 1.3946
O 1.236 -1.987 0.375 0.0334 1.3964 -0.6758
O 1.741 0.441 0.922 -0.2969 0.2095 -1.8179
C 0.556 0.561 1.718 -0.7474 -0.0080 0.6740
C -0.742 0.633 0.941 -0.2976 0.1703 -0.7749
C -1.893 1.169 1.546 -0.1187 -0.0156 0.3817
C -3.095 1.255 0.855 1.0687 -0.3959 -0.9865
C -3.117 0.829 -0.486 -1.2967 0.0516 0.0796
C -2.019 0.298 -1.135 -0.2962 0.2502 0.6601
C -0.837 0.223 -0.403 -1.1512 0.6601 0.3683
O 0.220 -0.210 -1.138 2.0544 0.2652 0.2030
H 4.367 -2.022 -2.335 -0.1140 -0.0621 -0.0365
H 3.009 -3.019 -1.449 0.2786 1.4394 -0.5682
H 3.535 0.091 -1.499 -0.1900 -0.1978 -0.3141
H 0.509 -0.281 2.416 0.1268 -0.0317 -0.1007
H 0.629 1.475 2.302 0.3344 0.0610 -0.0195
H -1.876 1.531 2.592 0.2654 -0.3113 -0.6726
H -3.980 1.670 1.297 -0.1688 0.0730 0.2020
H -4.080 0.896 -1.012 0.5234 -0.0299 0.1163
H -2.064 -0.059 -2.170 0.1313 0.2313 0.5185
```
Positions in Å, forces in eV/Å.



Question: Which formula does entry 4 have?
Answer: C4H5FN2



Question: Which of these has the lowest total energy?
Answer: C17H24BrF12KMgN3O11S2



Question: The highest total energy belongs to which entry?
Answer: C4H8N2



Question: The lowest total energy belongs to which entry?
Answer: C17H24BrF12KMgN3O11S2